Entry 1:
The molecule C21H31N3O2, computed with ωB97M-V with the def2-TZVPD basis set.

## Properties
Net charge = 0
HOMO-LUMO gap = 9.25 eV
Relative energy (zero: lowest compared OMol25 entry of this formula, charge and spin) = 0.6685 eV
E_HOMO = -8.584 eV

The geometry in XYZ format:
```
57
C21H31N3O2 ωB97M-V with the def2-TZVPD basis set
O -3.70 2.22 2.36
O -0.65 2.50 -1.96
N 1.09 2.65 -0.54
N -3.10 0.83 0.65
N 2.33 0.17 -1.65
C -0.14 2.25 -0.89
C 2.14 -2.55 -0.64
C 3.22 -1.57 -0.17
C -2.03 0.65 -0.29
C -0.90 1.54 0.23
C -2.94 1.88 1.48
C -1.64 2.57 1.09
C 1.30 -0.73 -2.14
C 1.97 3.36 -1.45
C -0.44 -1.45 2.94
C -2.71 -1.56 2.15
C 2.64 1.22 -2.62
C 0.92 -1.74 -1.06
C 3.52 -0.57 -1.28
C -1.13 -3.29 1.58
C -2.40 -2.75 1.50
C -1.71 -0.91 2.87
C -4.20 -0.10 0.77
C -4.08 -0.95 2.04
C 3.13 2.50 -1.94
C -0.14 -2.64 2.30
H -1.89 3.46 0.51
H -0.21 0.96 0.85
H 1.89 -3.25 0.15
H 3.94 -1.12 -2.15
H 3.77 2.24 -1.09
H -4.85 -1.73 2.02
H -2.33 0.99 -1.29
H 1.73 1.45 -3.17
H 0.14 -2.40 -1.45
H -0.91 -4.22 1.08
H 2.86 -1.04 0.71
H -1.08 2.89 1.98
H -4.19 -0.73 -0.12
H 1.51 2.28 0.30
H -1.94 0.01 3.37
H 0.33 -0.93 3.51
H -3.17 -3.27 0.94
H 1.35 3.67 -2.29
H -4.26 -0.30 2.90
H 4.29 0.13 -0.94
H 1.63 -1.27 -3.04
H 3.72 3.09 -2.64
H 3.40 0.87 -3.34
H -5.14 0.46 0.80
H 2.52 -3.12 -1.50
H 0.85 -3.06 2.38
H 2.35 4.25 -0.94
H -1.74 -0.40 -0.35
H 4.13 -2.10 0.10
H 0.52 -1.22 -0.19
H 0.42 -0.13 -2.40
```

Here are the natural (NBO) charges for atoms 1 to 8, given in e: -0.634 -0.648 -0.606 -0.437 -0.458 0.702 -0.399 -0.404


Entry 2:
A structure of composition C36H80B3F12HgN4 at a distorted geometry, computed with ωB97M-V with the def2-TZVPD basis set.

## Properties
Net charge = +3
HOMO-LUMO gap = 5.32 eV
Relative energy (zero: lowest compared OMol25 entry of this formula, charge and spin) = 4.8082 eV
E_HOMO = -15.111 eV

The geometry in XYZ format:
```
136
C36H80B3F12HgN4 ωB97M-V with the def2-TZVPD basis set
Hg 7.61 -14.44 -28.67
F 7.70 -12.18 -26.86
F 5.98 -11.99 -28.16
F 10.00 -16.31 -28.61
F 5.06 -14.83 -32.14
F 6.67 -10.15 -27.03
F 7.80 -11.09 -28.78
F 10.47 -14.34 -29.53
F 12.27 -15.71 -28.78
F 7.07 -15.60 -31.51
F 6.89 -14.44 -33.44
F 6.71 -13.46 -31.41
F 10.76 -14.65 -27.36
N 3.61 -20.44 -37.61
N 1.46 -10.60 -32.88
N 13.24 -8.05 -36.09
N -1.67 -18.67 -31.79
C 14.69 -7.92 -35.61
C 4.59 -20.40 -36.39
C 13.23 -8.84 -37.37
C 4.43 -20.71 -38.86
C 1.97 -9.52 -31.84
C -1.44 -10.80 -32.06
C -2.37 -17.29 -32.14
C -0.35 -11.46 -31.23
C 4.79 -17.92 -36.57
C 0.91 -11.80 -32.02
C -4.26 -15.62 -31.78
C 0.76 -17.82 -32.18
C 5.61 -19.22 -36.42
C 4.37 -10.86 -35.55
C -3.60 -16.94 -31.23
C 12.71 -6.62 -36.37
C -0.22 -17.71 -29.88
C 3.18 -10.23 -34.83
C -2.59 -19.87 -32.19
C -1.29 -18.75 -30.27
C 2.81 -22.87 -37.45
C -0.36 -18.76 -32.70
C 10.80 -8.83 -35.32
C 15.03 -5.59 -36.31
C 0.28 -9.89 -33.76
C 2.88 -19.04 -37.73
C 3.81 -17.83 -37.80
C 10.03 -9.40 -34.12
C 13.65 -5.61 -37.02
C 15.62 -7.05 -36.42
C 1.04 -17.97 -30.70
C 1.50 -23.68 -37.38
C 12.36 -8.83 -35.03
C -0.95 -9.57 -32.83
C 2.46 -21.37 -37.40
C 2.55 -11.22 -33.81
B 6.43 -14.57 -32.14
B 10.94 -15.26 -28.59
B 7.03 -11.28 -27.68
H 1.73 -21.21 -38.19
H 3.72 -20.75 -39.69
H 0.77 -12.64 -32.70
H -1.53 -16.59 -32.02
H -0.81 -19.71 -30.09
H 2.02 -21.09 -36.44
H 4.04 -11.50 -36.37
H 1.64 -18.13 -32.73
H -1.75 -9.23 -33.49
H 14.75 -5.27 -35.30
H 3.57 -9.42 -34.21
H 0.78 -23.24 -38.07
H 15.77 -4.86 -36.64
H 3.90 -20.38 -35.55
H 15.72 -7.35 -37.47
H 5.04 -19.82 -39.01
H 0.09 -17.80 -28.84
H 2.01 -12.05 -34.27
H 4.99 -11.47 -34.90
H 1.79 -17.26 -30.37
H 3.19 -11.72 -33.08
H 8.97 -9.18 -34.23
H 4.37 -17.84 -38.74
H 2.25 -19.12 -38.62
H 6.39 -19.36 -37.17
H 12.25 -6.20 -35.48
H 12.62 -8.23 -34.16
H -3.67 -14.72 -31.61
H 14.61 -7.53 -34.59
H 13.85 -8.33 -38.10
H 2.48 -9.83 -35.56
H 2.13 -8.70 -32.53
H -2.05 -11.42 -32.72
H -0.07 -10.80 -30.41
H -2.10 -18.85 -29.55
H 16.66 -7.10 -36.10
H 5.03 -21.40 -36.45
H -2.11 -20.80 -31.90
H 13.58 -9.83 -37.06
H 12.75 -9.85 -34.96
H 11.83 -6.77 -36.99
H -3.58 -19.79 -31.74
H -0.69 -12.41 -30.82
H 5.02 -10.10 -35.99
H -2.15 -10.52 -31.29
H 13.36 -4.58 -36.86
H 0.08 -10.50 -34.65
H -0.17 -19.83 -32.68
H 12.22 -8.86 -37.80
H 2.24 -18.94 -36.85
H -0.58 -18.62 -33.76
H 13.75 -5.97 -38.04
H 0.88 -23.61 -36.48
H 1.15 -9.15 -31.22
H 3.31 -23.05 -38.40
H 1.66 -12.21 -31.34
H 1.66 -24.74 -37.55
H -2.59 -17.24 -33.21
H 10.49 -7.81 -35.52
H 2.82 -9.83 -31.24
H 0.58 -16.76 -32.37
H 5.02 -21.61 -38.70
H -4.55 -15.69 -32.83
H -2.78 -19.81 -33.26
H 10.41 -8.87 -33.25
H -5.23 -15.66 -31.28
H 0.61 -8.96 -34.21
H 5.33 -16.98 -36.51
H 4.17 -17.75 -35.69
H -0.69 -8.75 -32.17
H -3.36 -16.82 -30.17
H 1.49 -18.93 -30.44
H 6.15 -19.20 -35.48
H 10.54 -9.51 -36.14
H 3.11 -16.99 -37.80
H 10.04 -10.49 -34.10
H -0.59 -16.69 -29.85
H 3.46 -23.29 -36.69
H 15.08 -8.93 -35.46
H -4.26 -17.80 -31.29
```

Here are the Löwdin charges for atoms 1 to 8, given in e: 1.621 0.128 0.134 0.085 0.098 0.189 0.158 0.105


Entry 3:
A cluster of 2 separate species, C6H13FI2NO4PS in total at a distorted geometry, computed with ωB97M-V with the def2-TZVPD basis set.

## Properties
Net charge = 0
HOMO-LUMO gap = 7.35 eV
Relative energy (zero: lowest compared OMol25 entry of this formula, charge and spin) = 4.9349 eV
E_HOMO = -8.799 eV

The geometry in XYZ format:
```
29
C6H13FI2NO4PS ωB97M-V with the def2-TZVPD basis set
I -0.44 2.98 -1.15
I -2.27 1.86 -3.70
S -4.36 1.13 -0.53
P -3.61 -1.69 -0.93
F -4.36 0.67 1.15
O -5.88 1.12 -0.95
O -5.11 -2.20 -1.14
O 2.69 -0.02 1.31
O -3.89 2.60 -0.69
N -3.55 -0.02 -1.56
C -1.16 0.89 -0.81
C 4.22 -0.11 3.14
C 0.23 -0.03 -0.75
C 3.85 -0.20 1.68
C -2.18 0.41 -2.00
C 4.94 -0.53 0.70
H -1.60 0.86 0.27
H 4.53 -0.56 -0.31
H -1.67 -0.56 -2.49
H 0.76 -0.05 -1.82
H 3.33 0.13 3.73
H 1.00 0.44 0.03
H -2.73 -2.55 -1.71
H 5.72 0.24 0.74
H 5.37 -1.51 0.94
H -3.32 -1.82 0.48
H 4.96 0.68 3.28
H -0.08 -1.10 -0.40
H 4.62 -1.07 3.48
```

Here are the natural (NBO) charges for atoms 1 to 8, given in e: 0.129 0.186 2.217 1.485 -0.472 -0.781 -1.009 -0.570


Entry 4:
A structure of composition C14H17Br6F9O6 at a distorted geometry, computed with ωB97M-V with the def2-TZVPD basis set.

## Properties
Net charge = 0
HOMO-LUMO gap = 9.48 eV
Relative energy (zero: lowest compared OMol25 entry of this formula, charge and spin) = 3.2793 eV
E_HOMO = -10.442 eV

The geometry in XYZ format:
```
52
C14H17Br6F9O6 ωB97M-V with the def2-TZVPD basis set
Br -4.57 22.36 -1.07
Br -6.14 22.63 1.79
Br -1.99 19.13 -8.07
Br -3.06 23.71 1.74
Br -4.44 21.27 -7.61
Br -1.28 22.15 -7.89
F -8.17 34.74 -3.55
F -10.08 35.06 -4.52
F -16.59 24.11 7.38
F -11.13 12.66 -1.49
F -9.66 11.50 -0.30
F -10.00 13.52 0.18
F -17.67 24.10 5.62
F -8.51 34.20 -5.68
F -16.58 22.34 6.06
O -8.45 32.05 -3.34
O -15.17 25.38 5.35
O -14.59 23.16 4.78
O -10.73 32.47 -3.82
O -8.50 14.32 -1.84
O -8.43 12.09 -2.61
C -12.27 23.74 5.08
C -15.34 24.18 5.42
C -7.26 16.38 -2.15
C -9.06 34.23 -4.46
C -4.71 23.40 0.67
C -2.56 20.84 -7.19
C -8.88 12.98 -1.85
C -16.60 23.62 6.11
C -7.60 15.03 -2.78
C -9.96 12.63 -0.82
C -13.35 23.42 4.13
C -7.19 30.18 -2.36
C -9.59 32.83 -3.90
C -8.55 30.75 -2.73
H -8.15 15.17 -3.70
H -5.02 24.39 0.34
H -6.25 16.74 -2.36
H -6.65 30.90 -1.74
H -11.26 23.70 4.67
H -8.86 30.12 -3.57
H -12.30 23.06 5.93
H -6.45 29.96 -3.12
H -8.06 17.05 -2.46
H -12.40 24.74 5.48
H -7.28 29.22 -1.86
H -9.20 30.75 -1.86
H -2.54 20.83 -6.10
H -13.52 24.29 3.50
H -13.16 22.54 3.53
H -6.61 14.59 -2.87
H -7.39 16.35 -1.07
```

Here are the natural (NBO) charges for atoms 1 to 8, given in e: 0.052 0.083 0.064 0.091 0.070 0.089 -0.313 -0.296


Entry 5:
The ion C8H8FN2O with charge +1 at a distorted geometry, computed with ωB97M-V with the def2-TZVPD basis set.

## Properties
Net charge = +1
HOMO-LUMO gap (spin up / spin down) = 6.64 / 6.64 eV
Relative energy (zero: lowest compared OMol25 entry of this formula, charge and spin) = 1.7033 eV
E_HOMO (spin up / spin down) = -12.447 / -12.447 eV

The geometry in XYZ format:
```
20
C8H8FN2O ωB97M-V with the def2-TZVPD basis set
F 0.93 2.29 -0.58
O -2.34 3.27 -0.63
N 0.34 -0.46 1.59
N 0.91 0.41 0.90
C 0.92 -0.03 -1.38
C 0.39 0.98 -0.43
C -1.28 -1.10 -1.35
C 0.06 -0.99 -1.84
C -1.10 1.17 -0.50
C -1.85 0.02 -0.83
C 1.18 -1.12 2.52
C -1.76 2.30 -0.47
H 1.33 -0.48 3.43
H 0.76 -2.12 2.97
H 2.04 -1.30 2.03
H -1.83 -1.89 -1.55
H -2.82 0.08 -0.66
H 2.00 0.59 0.89
H 1.90 0.22 -1.58
H 0.20 -1.84 -2.54
```

Here are the natural (NBO) charges for atoms 1 to 8, given in e: -0.327 -0.318 0.064 -0.177 -0.333 0.511 -0.273 -0.096


Entry 6:
The molecule C3H2N2O3 at a distorted geometry, computed with ωB97M-V with the def2-TZVPD basis set.

## Properties
Net charge = 0
HOMO-LUMO gap = 9.52 eV
Relative energy (zero: lowest compared OMol25 entry of this formula, charge and spin) = 3.7642 eV
E_HOMO = -10.180 eV

The geometry in XYZ format:
```
10
C3H2N2O3 ωB97M-V with the def2-TZVPD basis set
O 0.11 -0.94 -0.16
O -2.22 -0.89 0.24
O 2.34 -0.95 0.05
N -1.30 1.06 -0.18
N -0.07 1.68 0.02
C 1.13 1.08 0.17
C 1.34 -0.33 -0.09
C -1.18 -0.20 -0.09
H 2.06 1.60 0.25
H -2.00 -1.90 -0.14
```

Here are the natural (NBO) charges for atoms 1 to 8, given in e: -0.529 -0.600 -0.515 -0.334 -0.169 -0.103 0.710 0.806


Entry 7:
A cluster of 2 separate species, C2H7N3 in total at a distorted geometry, computed with ωB97M-V with the def2-TZVPD basis set.

## Properties
Net charge = +2
HOMO-LUMO gap (spin up / spin down) = 10.72 / 7.08 eV
Relative energy (zero: lowest compared OMol25 entry of this formula, charge and spin) = 4.2804 eV
E_HOMO (spin up / spin down) = -21.042 / -19.556 eV

The geometry in XYZ format:
```
12
C2H7N3 ωB97M-V with the def2-TZVPD basis set
N 0.73 0.12 -0.31
N -2.08 1.46 1.79
N 2.15 -1.18 -1.63
C -1.84 0.43 1.17
C 0.99 -0.85 -1.10
H -2.28 -0.51 0.87
H 0.13 -1.45 -1.42
H 1.39 0.70 0.20
H 2.20 -1.95 -2.30
H 3.01 -0.66 -1.46
H -2.99 1.65 2.28
H -1.41 2.24 1.89
```

Here are the natural (NBO) charges for atoms 1 to 8, given in e: -0.343 -0.668 -0.497 0.461 0.275 0.252 0.243 0.402


Entry 8:
A cluster of 2 separate species, C3H10N2S in total, computed with ωB97M-V with the def2-TZVPD basis set.

## Properties
Net charge = 0
HOMO-LUMO gap = 9.62 eV
Relative energy (zero: lowest compared OMol25 entry of this formula, charge and spin) = 0.1344 eV
E_HOMO = -8.799 eV

The geometry in XYZ format:
```
16
C3H10N2S ωB97M-V with the def2-TZVPD basis set
S 2.17 0.38 -0.38
N -0.97 2.47 0.91
N -2.16 1.02 -0.43
C 1.30 -1.04 -1.12
C -1.71 1.34 0.71
C 1.10 -2.19 -0.15
H -1.83 0.72 1.60
H -2.62 0.11 -0.37
H 0.45 -1.88 0.67
H 0.61 -3.03 -0.66
H 1.91 -1.36 -1.96
H -0.93 2.89 1.82
H -0.94 3.12 0.13
H 2.05 -2.52 0.25
H 0.35 -0.70 -1.51
H 1.22 0.67 0.51
```

Here are the natural (NBO) charges for atoms 1 to 8, given in e: -0.052 -0.818 -0.718 -0.512 0.270 -0.612 0.145 0.340